Entry from the OMol25 dataset: one molecule with the formula C4H6OS2 in a non-equilibrium geometry (ωB97M-V with the def2-TZVPD basis set).

Results
HOMO energy (spin up / spin down) ... -0.3236 / -0.2389 Ha
LUMO energy (spin up / spin down) ... 0.5 / -0.2 eV
Orbital gap (spin up / spin down) ... 0.3410 / 0.2298 Eh
Relative energy (zero: lowest compared OMol25 entry of this formula, charge and spin) ... 92.1 kcal per mole

```
! wB97M-V def2-TZVPD RIJCOSX def2/J DEFGRID3
* xyz 0 1
C -0.9447 0.6143 0.0928
C -0.5388 -0.6942 -0.6210
C 0.2641 1.4764 0.2831
C 1.9791 0.0502 -0.3940
O 1.3048 1.1719 -0.7104
S 1.0266 -1.3607 0.0183
S 3.6366 0.1757 0.1400
H -1.6900 1.0968 -0.5462
H -1.4023 0.4007 1.0607
H -1.2831 -1.4778 -0.5004
H -0.3751 -0.4800 -1.6767
H 0.6989 1.4139 1.2854
H 3.7590 -1.1115 0.4705
*
```

=====

Entry from the OMol25 dataset: a 2-piece molecular cluster, C12H12 overall (ωB97M-V with the def2-TZVPD basis set).

Results
HOMO energy ... -0.3416 Ha
SMILES ... c1ccccc1.c1ccccc1
LUMO energy ... 1.0 eV
Orbital gap ... 0.3773 Eh
Relative energy (zero: lowest compared OMol25 entry of this formula, charge and spin) ... 11.5 kcal per mole

```
! wB97M-V def2-TZVPD RIJCOSX def2/J DEFGRID3
* xyz 0 1
C -1.3108 0.1663 1.0391
C -1.4680 0.2011 2.4251
C -2.5341 0.9030 2.9890
C -3.4430 1.5700 2.1668
C -3.2858 1.5352 0.7807
C -2.2197 0.8333 0.2169
H -0.4719 -0.3860 0.5954
H -0.7528 -0.3237 3.0721
H -2.6577 0.9304 4.0797
H -4.2819 2.1223 2.6104
H -4.0010 2.0600 0.1337
H -2.0960 0.8059 -0.8738
C 2.0178 0.3225 -2.2358
C 1.4658 -0.8870 -2.6596
C 1.8249 -2.0776 -2.0268
C 2.7360 -2.0588 -0.9700
C 3.2880 -0.8493 -0.5462
C 2.9289 0.3413 -1.1791
H 1.7352 1.2594 -2.7338
H 0.7489 -0.9018 -3.4911
H 1.3905 -3.0293 -2.3603
H 3.0185 -2.9957 -0.4720
H 4.0049 -0.8345 0.2853
H 3.3633 1.2930 -0.8456
*
```

=====

Entry from the OMol25 dataset: C38H33CdNO3P2S3 as an isolated structure in a non-equilibrium geometry (ωB97M-V with the def2-TZVPD basis set).

Results
HOMO energy ... -0.0406 Ha
LUMO energy ... 4.2 eV
Orbital gap ... 0.1944 Eh
Relative energy (zero: lowest compared OMol25 entry of this formula, charge and spin) ... 0.0 kcal per mole

```
! wB97M-V def2-TZVPD RIJCOSX def2/J DEFGRID3
* xyz -2 1
Cd 0.0023 -0.3518 0.1006
S 0.9537 0.8152 2.3235
P -0.7990 1.8199 2.0171
C -0.4248 2.9646 0.6216
P 1.1737 2.9974 -0.0972
S 1.9294 1.3407 -0.9348
C 2.5288 3.8226 0.8494
C 3.5661 3.0618 1.3829
C 4.5214 3.6463 2.1996
C 4.4598 5.0037 2.4895
C 3.4348 5.7710 1.9565
C 2.4722 5.1822 1.1490
C 1.0488 4.0569 -1.5943
C 2.0851 4.8754 -2.0299
C 2.0145 5.5085 -3.2642
C 0.9113 5.3248 -4.0824
C -0.1187 4.4898 -3.6655
C -0.0426 3.8514 -2.4406
C -0.7606 3.0868 3.3981
C 0.4122 3.6866 3.8529
C 0.3778 4.6437 4.8544
C -0.8342 5.0181 5.4255
C -2.0077 4.4250 4.9861
C -1.9672 3.4655 3.9804
C -1.4123 4.0145 0.4484
C -2.7830 3.6630 0.5117
C -3.7867 4.5827 0.2825
C -3.4889 5.9139 -0.0005
C -2.1567 6.2995 -0.0025
C -1.1456 5.3817 0.2337
H 3.6019 2.0056 1.1553
H 5.3103 3.0344 2.6214
H 5.2065 5.4633 3.1274
H 3.3729 6.8308 2.1766
H 1.6671 5.7910 0.7591
H 2.9594 5.0180 -1.4074
H 2.8304 6.1409 -3.5967
H 0.8625 5.8119 -5.0498
H -0.9811 4.3358 -4.3031
H -0.8258 3.1748 -2.1250
H 1.3579 3.3865 3.4169
H 1.3020 5.1009 5.1942
H -0.8607 5.7707 6.2064
H -2.9549 4.7081 5.4338
H -2.8824 2.9987 3.6307
H -3.0383 2.6286 0.7113
H -4.8208 4.2532 0.3043
H -4.2770 6.6325 -0.1945
H -1.8944 7.3386 -0.1761
H -0.1271 5.7375 0.2654
S -4.5952 -1.1699 0.5294
C -4.4187 -0.0819 -0.7834
C -3.1196 0.2682 -0.9913
C -2.1931 -0.3342 -0.0844
C -2.8445 -1.1454 0.7960
C -2.2520 -1.9048 1.8899
C -3.0087 -2.5923 2.8479
C -2.3580 -3.2901 3.8457
C -0.9703 -3.2878 3.8833
C -0.2986 -2.5633 2.9104
N -0.9151 -1.8970 1.9510
H -5.2971 0.2350 -1.3280
H -2.8304 0.9706 -1.7644
H -4.0898 -2.5642 2.8026
H -2.9246 -3.8268 4.5980
H -0.4226 -3.8247 4.6464
H 0.7842 -2.5011 2.9003
C 1.4625 -1.8109 -3.4449
C 0.0835 -2.1776 -2.9126
C -0.7530 -2.8857 -3.9721
O -0.5295 -0.9395 -2.5493
C 0.2987 -3.1035 -1.6602
O 0.2720 -4.3273 -1.8560
O 0.5249 -2.5097 -0.5693
H 1.3764 -1.2659 -4.3884
H 2.0564 -2.7133 -3.5953
H 1.9624 -1.1707 -2.7170
H -0.7651 -2.3080 -4.9002
H -1.7799 -3.0118 -3.6198
H -0.3379 -3.8755 -4.1515
H -1.4086 -1.1333 -2.1985
*
```